{
  "formula": "C44H120N2O24",
  "method": "wB97M-V/def2-TZVPD",
  "species": ["C", "C", "O", "O", "H", "H", "H", "H", "H", "H", "C", "C", "O", "O", "H", "H", "H", "H", "H", "H", "C", "C", "O", "O", "H", "H", "H", "H", "H", "H", "C", "C", "O", "O", "H", "H", "H", "H", "H", "H", "C", "C", "O", "O", "H", "H", "H", "H", "H", "H", "C", "C", "O", "O", "H", "H", "H", "H", "H", "H", "C", "C", "O", "O", "H", "H", "H", "H", "H", "H", "C", "O", "C", "C", "N", "C", "C", "O", "C", "H", "H", "H", "H", "H", "H", "H", "H", "H", "H", "H", "H", "H", "H", "H", "C", "O", "C", "C", "N", "C", "C", "O", "C", "H", "H", "H", "H", "H", "H", "H", "H", "H", "H", "H", "H", "H", "H", "H", "C", "C", "C", "O", "H", "H", "H", "H", "H", "H", "H", "H", "C", "C", "C", "O", "H", "H", "H", "H", "H", "H", "H", "H", "C", "C", "C", "O", "H", "H", "H", "H", "H", "H", "H", "H", "C", "C", "C", "O", "H", "H", "H", "H", "H", "H", "H", "H", "C", "C", "C", "O", "H", "H", "H", "H", "H", "H", "H", "H", "C", "C", "C", "O", "H", "H", "H", "H", "H", "H", "H", "H"],
  "positions_angstrom": [[-3.745365, -7.589266, 1.860443], [-2.908699, -7.377230, 0.599372], [-1.624067, -6.798339, 0.861145], [-4.345567, -6.345760, 2.246938], [-3.174979, -7.993319, 2.698653], [-4.576112, -8.251551, 1.607819], [-3.456827, -6.803064, -0.148985], [-2.676660, -8.350258, 0.156347], [-1.741756, -5.949597, 1.319949], [-3.638443, -5.769607, 2.566586], [-3.149530, 2.805005, -0.287708], [-2.323262, 3.467747, -1.369332], [-1.373008, 2.533148, -1.922458], [-2.352625, 2.487559, 0.833634], [-3.603513, 1.903461, -0.712765], [-3.944023, 3.503794, -0.016328], [-1.781255, 4.305010, -0.922045], [-2.922917, 3.838264, -2.201720], [-0.595959, 2.575406, -1.319308], [-1.924474, 1.619709, 0.677886], [-6.275958, 1.073254, -3.679664], [-6.427060, 2.469817, -3.072932], [-7.342592, 3.352147, -3.686176], [-5.501584, 0.253933, -2.839957], [-5.810709, 1.121306, -4.669808], [-7.263052, 0.642022, -3.869422], [-5.442670, 2.944169, -3.070436], [-6.714030, 2.427594, -2.015964], [-8.248655, 3.046552, -3.738035], [-4.554085, 0.428808, -3.028313], [0.386171, 7.604646, 1.015310], [-0.941018, 6.966700, 0.642605], [-1.912362, 7.940811, 0.242282], [0.377471, 8.249939, 2.281851], [0.817551, 8.251433, 0.253685], [1.125988, 6.790060, 1.065795], [-1.348738, 6.231615, 1.337745], [-0.747428, 6.446247, -0.303041], [-1.895564, 8.630375, 0.919018], [0.472434, 7.530370, 2.936439], [-0.898433, -4.924716, 3.978054], [-1.445290, -3.760133, 3.164454], [-2.161425, -4.195423, 2.026780], [-1.939976, -5.811156, 4.363713], [-0.395195, -4.549733, 4.872436], [-0.263247, -5.551629, 3.350456], [-0.635975, -3.129950, 2.783313], [-2.065520, -3.178274, 3.856341], [-2.267951, -3.433185, 1.431605], [-2.498818, -5.445508, 5.056214], [4.419347, 0.778306, 3.122852], [3.968577, 2.017489, 3.878109], [5.049717, 2.745060, 4.422215], [4.850837, 1.114721, 1.791976], [3.593661, 0.073744, 2.978624], [5.197775, 0.290709, 3.715638], [3.286325, 1.683931, 4.659406], [3.425716, 2.655465, 3.166922], [5.529148, 3.130916, 3.676728], [4.773331, 0.303941, 1.280185], [5.215480, 5.224981, -1.020394], [4.830474, 3.827149, -0.594549], [4.870238, 3.665362, 0.801688], [6.599253, 5.425050, -0.750566], [4.631219, 5.992850, -0.507709], [4.999805, 5.315662, -2.089227], [5.500846, 3.130728, -1.117862], [3.846075, 3.546693, -0.994350], [4.798895, 2.717771, 1.025595], [6.799543, 6.344855, -0.945823], [6.014946, -2.729338, 4.375233], [5.682853, -3.490846, 3.265575], [6.707128, -4.403444, 2.864680], [6.423962, -4.865999, 1.446563], [4.998653, -5.163064, 1.219291], [4.663371, -5.089190, -0.215106], [3.140314, -5.012955, -0.416392], [2.582346, -4.144007, 0.522242], [1.252618, -3.811316, 0.220198], [6.293080, -3.322434, 5.262430], [5.128525, -2.215658, 4.762906], [6.795090, -1.981065, 4.191914], [6.699976, -5.185050, 3.629315], [7.674896, -3.889740, 2.870049], [7.009565, -5.783524, 1.290446], [6.813788, -4.161282, 0.713401], [4.873472, -6.143892, 1.453128], [5.039070, -5.951953, -0.777546], [5.133137, -4.188738, -0.612247], [2.704469, -6.019744, -0.401875], [2.967433, -4.625759, -1.432814], [0.588236, -4.664922, 0.039902], [1.225748, -3.258891, -0.729904], [0.824400, -3.196045, 1.008265], [-3.821822, -2.957194, -0.134562], [-2.550439, -2.319764, 0.061429], [-2.445573, -1.135937, -0.718145], [-0.988689, -0.656484, -0.700058], [-0.746698, 0.003356, 0.568530], [0.625940, 0.359044, 0.880906], [1.381065, 1.260731, -0.074737], [0.793022, 2.554463, -0.239655], [0.992057, 3.413462, 0.851550], [-3.729130, -3.794824, -0.827417], [-4.591254, -2.306747, -0.548585], [-4.187094, -3.350185, 0.812719], [-3.117817, -0.324085, -0.421756], [-2.702057, -1.445709, -1.734146], [-0.923292, 0.030511, -1.542291], [-0.407071, -1.576951, -0.841961], [-1.111778, -0.591817, 1.306821], [1.318895, -0.470466, 1.105012], [0.585848, 0.858206, 1.854429], [1.614213, 0.878096, -1.065494], [2.329556, 1.414596, 0.457625], [1.989409, 3.864598, 0.971823], [0.770450, 2.916886, 1.797408], [0.388880, 4.307837, 0.695383], [-6.575272, -4.072736, -1.931391], [-6.212074, -3.456338, -3.298476], [-4.801344, -2.972675, -3.475900], [-6.399862, -4.493156, -4.277363], [-6.571369, -3.309461, -1.149849], [-5.776658, -4.767054, -1.657030], [-7.523413, -4.605441, -1.951997], [-6.890503, -2.626067, -3.530171], [-4.676488, -2.566089, -4.481080], [-4.089215, -3.799872, -3.408578], [-4.481465, -2.143238, -2.848531], [-7.200177, -4.972889, -4.051674], [-0.062475, 1.276955, 5.515903], [-0.586568, -0.153524, 5.409103], [-2.033044, -0.275065, 5.875259], [-0.426229, -0.643190, 4.084654], [-0.392778, 1.790176, 6.417087], [-0.479022, 1.846077, 4.676158], [1.015391, 1.274778, 5.349697], [0.070020, -0.792596, 6.015878], [-2.672254, 0.446404, 5.359408], [-2.152847, 0.018671, 6.920482], [-2.410779, -1.288235, 5.753430], [0.396984, -1.127006, 4.009695], [2.484321, 2.084366, -3.805587], [1.774301, 3.222953, -4.557027], [1.781418, 4.503129, -3.751793], [2.404048, 3.426961, -5.818208], [1.819617, 1.668337, -3.046929], [3.435234, 2.486466, -3.453977], [2.716084, 1.230609, -4.451189], [0.738355, 2.917978, -4.758408], [2.726710, 5.040661, -3.680637], [1.397914, 4.312047, -2.747491], [1.076492, 5.198102, -4.217229], [2.505920, 2.570000, -6.240692], [0.872441, -2.070639, -3.543808], [1.599327, -2.845661, -4.632260], [0.648598, -3.216693, -5.776515], [2.653562, -2.047951, -5.181314], [1.520570, -1.900930, -2.676427], [-0.034093, -2.528421, -3.139721], [0.557238, -1.085788, -3.899129], [2.010006, -3.770826, -4.211811], [0.086235, -4.108076, -5.503475], [1.135358, -3.326260, -6.742035], [-0.047169, -2.378483, -5.875109], [3.166775, -1.767821, -4.411746], [2.822907, 5.856934, 3.826754], [1.561781, 5.061745, 4.091280], [1.460018, 4.635227, 5.544535], [0.455870, 5.939825, 3.796523], [3.648955, 5.145589, 3.808529], [2.907857, 6.613532, 4.606032], [2.779813, 6.378539, 2.870491], [1.529367, 4.157078, 3.474308], [2.159105, 3.843094, 5.816110], [0.446838, 4.353829, 5.839596], [1.697943, 5.494645, 6.178265], [-0.359545, 5.478265, 4.024849], [-2.645971, -0.731012, -5.282541], [-2.209647, 0.526280, -4.560524], [-2.668883, 1.753536, -5.333814], [-2.793568, 0.571620, -3.252682], [-2.316505, -1.619650, -4.736428], [-2.200944, -0.803125, -6.274370], [-3.730475, -0.791989, -5.375332], [-1.121015, 0.518696, -4.459170], [-3.754217, 1.880152, -5.381989], [-2.402142, 1.734927, -6.396731], [-2.304740, 2.720442, -4.975459], [-2.273868, 1.228025, -2.746799]],
  "forces_ev_per_a": [[-0.39, 1.01, -0.64], [0.91, -0.69, 0.49], [-0.32, 0.10, 0.06], [0.02, -0.19, 0.16], [0.20, -0.17, -0.20], [0.03, -0.06, 0.14], [-0.21, 0.16, 0.12], [-0.07, 0.00, -0.01], [-0.13, -0.06, -0.23], [0.00, 0.00, 0.01], [0.09, 0.08, -0.50], [0.39, -0.29, -0.12], [0.15, 0.44, 0.40], [-0.11, -0.10, 0.06], [-0.21, 0.01, 0.04], [-0.02, -0.13, 0.31], [-0.02, 0.09, -0.10], [-0.16, -0.02, 0.08], [-0.22, -0.27, -0.31], [0.10, 0.20, 0.09], [-0.15, 0.41, -0.37], [-0.31, 0.00, 0.80], [0.54, 0.65, -0.99], [0.08, -0.12, 0.14], [-0.01, 0.28, -0.07], [-0.01, -0.24, 0.38], [-0.09, 0.24, -0.26], [0.18, -0.64, 0.06], [0.06, -0.54, 0.29], [-0.27, -0.09, 0.11], [0.63, -1.24, 1.07], [0.18, 0.82, -1.92], [0.08, -0.02, 0.73], [-0.10, 0.06, -0.23], [-0.63, 0.42, -0.07], [-0.08, -0.18, -0.03], [0.17, 0.20, 0.43], [0.03, -0.32, 0.13], [-0.13, -0.03, -0.06], [-0.18, 0.36, -0.16], [-0.68, -0.23, -0.49], [0.38, 0.19, 0.19], [-0.19, -0.35, 0.35], [-0.27, -0.33, -0.08], [0.36, 0.06, -0.22], [0.32, 0.17, 0.19], [0.21, 0.11, 0.52], [-0.16, 0.24, -0.28], [0.21, -0.14, 0.06], [0.12, 0.21, -0.03], [-0.46, -0.15, -0.11], [0.06, -0.14, -0.98], [-0.07, -0.05, 0.04], [0.17, -0.24, 0.38], [-0.14, 0.05, 0.46], [0.17, -0.04, -0.26], [0.18, 0.28, 0.29], [-0.25, -0.07, 0.13], [0.02, 0.04, 0.14], [0.23, 0.08, -0.16], [-0.01, -0.04, 0.15], [-0.04, -0.44, -0.50], [-0.07, -0.01, 0.27], [-0.13, -0.04, -0.14], [-0.21, -0.14, 0.18], [0.06, -0.03, -0.11], [0.31, 0.07, 0.24], [-0.24, 0.44, 0.04], [0.12, 0.37, -0.13], [0.10, -0.03, 0.03], [-0.18, 0.20, 1.27], [0.07, 0.13, -0.58], [-0.68, 0.91, 0.35], [-0.15, -1.08, 0.25], [0.56, -0.29, -0.83], [-0.49, 0.27, 0.64], [0.76, -0.01, -0.57], [-0.32, -0.01, 0.45], [-0.25, 0.03, -0.88], [0.40, -0.25, -0.33], [-0.10, 0.13, -0.57], [0.09, -0.10, -0.12], [0.27, -0.39, -0.29], [0.13, -0.13, 0.14], [0.27, 0.11, -0.03], [-0.32, 0.31, 0.10], [-0.20, 0.16, 0.42], [0.07, 0.06, -0.18], [-0.08, 0.04, -0.05], [-0.20, 0.04, 0.34], [-0.06, -0.05, -0.06], [0.17, -0.27, 0.36], [-0.04, 0.25, 0.07], [0.19, 0.02, 0.11], [-0.21, -0.39, -0.03], [-0.85, 0.24, 0.53], [0.85, -0.37, -0.96], [-1.36, -0.68, 0.11], [0.21, 0.08, -0.15], [0.08, -0.03, 0.68], [0.31, 0.75, 0.84], [0.29, -0.31, -0.49], [0.13, 0.96, 0.53], [0.22, -0.01, -0.03], [0.23, 0.38, 0.11], [0.05, 0.02, 0.06], [-0.16, -0.23, 0.29], [0.04, 0.41, -0.12], [0.53, 0.03, 0.06], [0.39, 0.30, -0.19], [0.06, 0.17, 0.12], [-0.24, -0.43, -0.45], [-0.06, 0.18, -0.08], [-0.33, -0.23, 0.00], [0.26, -0.04, -0.34], [0.42, -0.71, -0.53], [-0.40, 0.15, 0.01], [-0.55, -0.34, 0.18], [1.23, 0.70, -0.10], [-0.91, -0.61, 0.26], [0.72, 0.12, -0.49], [0.24, 0.20, -0.25], [-0.33, 0.00, -0.03], [-0.17, -0.23, -0.05], [-0.11, 0.13, 0.00], [-0.04, -0.02, 0.11], [-0.25, -0.21, -0.11], [-0.06, -0.03, 0.23], [-0.36, -0.16, 0.36], [-0.07, 0.00, -0.04], [-0.42, -0.04, -1.02], [0.56, -0.09, 0.96], [0.02, 0.37, -0.08], [-0.55, 0.12, -0.77], [0.40, -0.15, 0.22], [-0.09, -0.03, 0.03], [0.05, 0.20, 0.45], [-0.36, 0.09, 0.38], [0.02, -0.26, -0.40], [0.37, -0.23, 0.09], [-0.07, 0.04, -0.10], [0.12, -0.01, 0.13], [-0.20, 0.10, -0.55], [0.33, -1.02, -0.04], [-0.89, 0.49, -0.26], [0.18, 0.50, 0.05], [0.29, 0.33, 0.41], [-0.06, -0.26, 0.49], [-0.07, 0.16, -0.24], [-0.06, 0.13, 0.25], [0.27, -0.45, -0.11], [0.09, -0.09, 0.03], [0.07, 0.07, 0.05], [-0.03, -0.02, -0.04], [-0.05, 0.37, 0.51], [-0.47, -0.28, -0.56], [-0.14, 0.74, 0.53], [-0.07, -0.09, 0.57], [0.10, 0.00, -0.06], [0.10, -0.41, -0.24], [0.14, -0.01, -0.23], [0.15, 0.05, 0.04], [-0.05, -0.03, -0.17], [0.26, -0.26, 0.14], [-0.16, -0.15, -0.18], [0.17, 0.12, -0.32], [-0.33, -0.32, -0.14], [-0.27, 0.19, 0.38], [0.17, 0.47, 0.59], [0.06, -0.53, -0.08], [0.28, 0.35, 0.19], [0.35, -0.07, 0.03], [-0.03, -0.15, -0.10], [-0.15, 0.21, -0.28], [-0.05, -0.08, -0.16], [0.00, -0.31, -0.26], [0.06, 0.00, -0.03], [-0.02, 0.14, -0.06], [0.16, -0.52, 0.39], [-0.61, 0.55, -0.49], [-0.10, 0.88, -0.92], [0.34, -0.25, -0.09], [-0.06, 0.03, 0.06], [-0.02, 0.21, -0.05], [-0.02, 0.17, -0.03], [0.08, 0.10, 0.00], [-0.09, -0.45, 0.42], [0.35, -0.29, 0.13], [0.26, -0.25, 0.37], [-0.12, 0.10, 0.09]],
  "mulliken_charge": [-0.3661, -0.2003, -0.5728, -0.6204, 0.2220, 0.3642, 0.0912, 0.3474, 0.1800, 0.3209, -0.2396, -0.1536, 0.1375, -0.6343, -0.1699, 0.5452, -0.0347, 0.4485, -0.0159, 0.1730, -0.3934, -0.0836, -0.5747, -0.3744, 0.1937, 0.4566, -0.0037, 0.2520, 0.3180, -0.0176, -0.0415, 0.1665, -0.5768, -0.6265, 0.4569, -0.2842, 0.1756, -0.0726, 0.3476, 0.4723, -0.8466, 0.9580, 0.2225, -0.4969, 0.4328, 0.2922, -0.4639, 0.0930, 0.3161, 0.3202, -0.5389, 0.4086, -0.6537, -0.6816, 0.2283, 0.2345, 0.2660, -0.1656, 0.4069, 0.2746, -0.6914, 0.2114, -0.4468, -0.5531, 0.3141, 0.3390, 0.3944, -0.0588, 0.3051, 0.3056, -0.8487, -0.1715, -0.6001, -0.6729, -0.1218, -0.7913, -0.2072, -0.1964, 0.3949, 0.3641, 0.1845, 0.3344, 0.3494, 0.3429, 0.3105, 0.3694, 0.2339, 0.2999, 0.4284, 0.3073, -0.0001, 0.3614, -0.3196, -0.3741, -0.8211, -1.1601, -1.1860, 1.0966, 0.9498, -1.2317, -0.1716, 0.3688, -0.4109, 0.0660, 0.3833, 0.5319, 0.4620, 0.3040, -0.1104, -0.7648, 0.2091, 0.2050, 0.3104, 0.1733, 0.0706, 0.1706, 0.1358, -0.5317, -1.2404, 0.6124, -0.6220, -0.5744, 0.2182, 0.3139, 0.4751, 0.0101, 0.2511, 0.4513, -0.1625, 0.3163, -0.6982, 0.4385, -1.6205, -0.3249, 0.5561, 0.1983, -0.1280, 0.2895, 0.3401, 0.4564, 0.3344, 0.1630, -0.6594, 0.9614, -1.0472, -0.6334, -0.2672, 0.2104, 0.4771, -0.1875, 0.3493, 0.0244, 0.4033, 0.3591, -0.9617, 0.2644, -1.1535, -0.6158, 0.3825, 0.3676, 0.4111, 0.0918, 0.3394, 0.3943, 0.0672, 0.3482, -1.4209, 2.1485, -1.2782, -0.5444, 0.2553, 0.4202, 0.3119, -1.1327, 0.2658, 0.3745, 0.3578, 0.2752, -1.6420, 1.9384, -1.4541, 1.0257, 0.2792, 0.5380, 0.2048, -0.4246, 0.1363, 0.4789, 0.2336, -0.6914],
  "multiplicity": 1,
  "e_lumo_ev": -0.142,
  "total_energy_ev": -99688.1681,
  "e_above_lowest_ev": 0.0000,
  "gap_ev": 9.004
}